[1]
10
Properties=species:S:1:pos:R:3 method="wB97M-V/def2-TZVPD" e_tot_ha=-1133.5561 e_above_lowest_kj_mol=74.49 orbital_gap_ev="6.709 / 7.157" spin_multiplicity=3 homo_energy_ev="-6.56 / -9.29"
C -0.158 0.584 -0.058
C -0.182 -1.269 -0.109
N -1.213 1.294 -0.228
N 1.949 -0.607 0.119
O 1.114 -1.629 -0.042
O -1.196 -1.888 -0.051
S 1.446 0.919 -0.506
S -2.758 0.918 0.022
H -1.106 2.268 -0.283
H 2.104 -0.590 1.137



[2]
8
Properties=species:S:1:pos:R:3 method="wB97M-V/def2-TZVPD" e_tot_ha=-320.1817 smiles="NOOC=O" e_above_lowest_kj_mol=422.50 orbital_gap_ev=10.720 homo_energy_ev=-9.95
N 1.375 -0.272 -0.245
O 0.219 -0.885 0.336
O -0.879 -0.941 -0.599
C -2.172 -0.340 0.344
O -3.217 -0.111 -0.065
H 1.283 0.665 -0.133
H 1.327 -0.434 -1.180
H -1.798 -0.303 1.295



[3]
10
Properties=species:S:1:pos:R:3 method="wB97M-V/def2-TZVPD" e_tot_ha=-305.1231 smiles=C#C[C@@H]1O[C@H]1O e_above_lowest_kj_mol=410.54 orbital_gap_ev=10.805 homo_energy_ev=-9.99
C -0.972 1.770 1.696
C -0.486 1.170 0.790
C 0.471 0.425 -0.470
O -0.330 -0.256 -1.359
C 0.223 -1.062 -0.344
O 0.831 -2.141 -0.857
H -1.669 2.201 2.421
H 1.372 1.089 -0.563
H -0.418 -1.295 0.508
H 0.977 -1.901 -1.822



[4]
13
Properties=species:S:1:pos:R:3 method="wB97M-V/def2-TZVPD" e_tot_ha=-307.2059 e_above_lowest_kj_mol=676.23 orbital_gap_ev=8.382 homo_energy_ev=-7.83
O 1.992 -1.009 -0.265
C 1.395 0.110 0.347
C -0.079 0.268 0.022
C -0.805 -0.831 -0.265
C -1.330 -1.758 -0.970
C -0.732 1.491 0.316
C -1.242 2.528 0.660
H 1.518 -1.796 0.033
H 1.475 0.066 1.443
H 1.956 0.987 0.010
H -0.561 -0.772 -1.521
H -1.882 -2.703 -0.821
H -1.706 3.420 1.013